1.
{"formula": "C10H16O2S2", "method": "ωB97M-V/def2-TZVPD", "total_energy_ev": -36391.1397, "de_lowest_kcal_mol": 70.86, "charge": 0, "homo_lumo_gap_ha": 0.3082, "smiles": "C[C@@H]1OCC=C1S.C[C@H]1OCCC1=S", "e_homo_ha": -0.3134, "species": ["C", "C", "O", "C", "C", "C", "S", "H", "H", "H", "H", "H", "H", "H", "H", "C", "C", "O", "C", "C", "C", "S", "H", "H", "H", "H", "H", "H", "H", "H"], "coordinates": [[0.388, 1.794, 1.639], [0.178, 0.303, 2.126], [0.215, -0.746, 1.145], [-1.013, -1.505, 1.188], [-1.710, -1.048, 2.460], [-1.082, -0.004, 2.994], [-1.356, 0.813, 4.550], [0.886, 2.349, 2.354], [-0.572, 2.249, 1.550], [1.111, 1.719, 0.853], [1.066, 0.059, 2.905], [-0.667, -2.565, 1.408], [-1.425, -1.258, 0.176], [-2.595, -1.385, 2.906], [-0.869, 2.015, 4.179], [0.110, 1.541, -2.860], [0.003, 0.513, -1.735], [-0.818, -0.545, -2.255], [-0.042, -1.701, -2.582], [1.223, -1.557, -1.715], [1.293, -0.116, -1.426], [2.573, 0.503, -0.613], [-0.729, 1.826, -3.452], [0.879, 1.316, -3.639], [0.628, 2.467, -2.560], [-0.467, 1.130, -0.817], [-0.054, -1.774, -3.728], [-0.554, -2.522, -2.268], [2.199, -1.850, -2.025], [1.199, -2.022, -0.755]], "forces_ev_per_angstrom": [[-0.9149, -3.2031, 0.2115], [1.9414, -0.3000, 3.2644], [-0.4524, 1.2631, 0.7114], [1.1580, -0.4600, 0.5875], [0.5833, 1.6665, -0.5270], [1.3101, 0.2745, -1.2426], [0.0125, -0.1939, -0.6499], [1.0613, 0.9227, 1.9808], [-0.6016, 0.4833, -1.1314], [-0.3530, 0.4626, -1.1006], [-1.4947, 0.6206, -1.7632], [-0.7804, 0.8304, -1.0864], [-0.6731, -1.0282, 0.9940], [-1.1628, -1.0217, 0.1327], [-0.0657, -0.2519, -0.0032], [3.1147, 1.2755, -0.9777], [-1.7716, 1.9728, -0.4554], [-0.4762, 0.1225, 1.0586], [1.0152, 1.8132, -1.4445], [-0.0711, 0.5462, -1.3813], [1.5820, 0.5394, 2.0327], [-0.3952, 0.1267, -1.0298], [-1.2107, -0.2047, 0.3073], [-0.5370, -0.9311, 0.3991], [-0.6315, -0.0385, 0.7096], [0.8137, -2.0372, -1.7122], [1.0453, 0.1725, 1.4918], [-1.7349, -2.3762, 0.9114], [0.5542, -0.4818, -1.0988], [-0.8647, -0.5643, 0.8112]]}

---

2.
{"formula": "C10H16P2", "method": "ωB97M-V/def2-TZVPD", "total_energy_ev": -29205.6196, "de_lowest_kcal_mol": 0.07, "charge": 0, "homo_lumo_gap_ha": 0.3092, "smiles": "Cc1cccc(P(C)#P(C)C)c1", "e_homo_ha": -0.2760, "species": ["C", "C", "C", "C", "C", "C", "P", "C", "P", "C", "C", "C", "H", "H", "H", "H", "H", "H", "H", "H", "H", "H", "H", "H", "H", "H", "H", "H"], "coordinates": [[-3.877, -0.600, -0.981], [-2.761, 0.101, -0.268], [-2.887, 1.348, 0.390], [-1.839, 1.888, 1.146], [-0.725, 1.077, 1.380], [-0.636, -0.147, 0.774], [0.919, -1.042, 1.160], [0.818, -2.736, 0.421], [1.983, 0.099, -0.579], [3.510, 0.279, 0.334], [1.732, 2.005, -0.800], [-1.613, -0.615, -0.131], [-3.594, -1.678, -1.252], [-4.811, -0.464, -0.449], [-4.073, -0.107, -2.021], [-3.757, 1.890, 0.174], [-1.948, 2.844, 1.620], [0.063, 1.376, 1.972], [-0.078, -2.767, -0.220], [1.733, -2.969, -0.113], [0.675, -3.496, 1.325], [3.368, 0.709, 1.384], [3.839, -0.709, 0.464], [4.240, 0.896, -0.246], [2.530, 2.387, -1.321], [1.699, 2.560, 0.217], [0.806, 2.116, -1.358], [-1.569, -1.628, -0.378]], "forces_ev_per_angstrom": [[-0.0829, 0.4223, -2.8362], [-0.5932, 0.1458, 0.3199], [1.4712, -0.6624, -0.6695], [-0.6442, -1.2956, -0.3809], [-1.8630, 0.3220, -1.1713], [0.2113, -1.3503, -0.8301], [0.5148, 1.2716, -0.3798], [-1.2460, -0.7332, 1.7741], [-0.2244, 0.4933, -0.5529], [0.7284, 1.8169, 1.1235], [-2.8186, -1.4984, 3.5635], [1.1221, 1.1870, 2.5717], [-0.7001, 1.4984, 0.7986], [-0.1931, -0.5400, 0.1365], [0.3410, -0.6977, 1.6365], [-1.1919, 0.8806, 0.0970], [0.0200, 0.3289, 0.0789], [1.4840, 0.8215, 1.4344], [0.6545, -0.4503, 0.0047], [-0.0035, -0.1048, -0.1543], [0.3306, 1.5617, -1.9835], [0.1835, -0.3222, -1.4394], [1.1048, -1.3194, 0.2772], [-0.4042, -0.6253, 0.5638], [2.0429, 0.5394, -1.4468], [-0.1997, -0.8722, -1.6177], [-0.0583, 0.4335, 0.0976], [0.0140, -1.2511, -1.0154]]}

---

3.
{"formula": "C10H17B", "method": "ωB97M-V/def2-TZVPD", "total_energy_ev": -11321.5987, "charge": 0, "homo_lumo_gap_ha": 0.3747, "smiles": "c1ccccc1.CBCCC", "e_homo_ha": -0.3453, "species": ["C", "C", "C", "C", "C", "C", "H", "H", "H", "H", "H", "H", "C", "B", "C", "C", "C", "H", "H", "H", "H", "H", "H", "H", "H", "H", "H", "H"], "coordinates": [[4.647, 0.064, 1.313], [4.858, -0.315, -0.005], [3.895, -1.057, -0.676], [2.722, -1.420, -0.028], [2.513, -1.042, 1.290], [3.475, -0.299, 1.961], [5.397, 0.644, 1.836], [5.772, -0.032, -0.511], [4.058, -1.352, -1.705], [1.969, -1.994, -0.552], [1.598, -1.325, 1.795], [3.311, -0.003, 2.989], [-0.627, 0.336, -0.564], [-1.778, 1.366, -0.861], [-3.035, 1.533, 0.078], [-4.262, 0.797, -0.513], [-4.046, -0.729, -0.576], [-0.871, -0.635, -1.004], [-0.500, 0.221, 0.515], [0.310, 0.691, -0.995], [-1.747, 2.020, -1.866], [-2.821, 1.084, 1.054], [-3.270, 2.591, 0.214], [-4.468, 1.150, -1.524], [-5.126, 1.020, 0.113], [-5.007, -1.243, -0.590], [-3.479, -1.080, 0.288], [-3.487, -0.993, -1.475]], "forces_ev_per_angstrom": [[-0.0048, 0.0030, -0.0034], [0.0026, 0.0003, 0.0008], [-0.0045, 0.0030, 0.0015], [0.0015, 0.0032, -0.0137], [-0.0084, 0.0024, 0.0147], [0.0042, -0.0030, -0.0027], [0.0013, -0.0016, 0.0002], [-0.0008, 0.0012, -0.0005], [0.0016, -0.0009, 0.0001], [0.0007, -0.0027, 0.0022], [-0.0011, 0.0015, -0.0010], [0.0000, -0.0015, 0.0003], [-0.1082, 0.8566, 0.0830], [-0.2506, -0.2134, 0.0406], [0.3661, -0.3156, -0.1977], [0.3342, -0.2816, 0.1249], [-0.1026, 0.4997, 0.0124], [0.0131, -0.0547, -0.0076], [0.0454, -0.2536, -0.0350], [0.0839, -0.2668, -0.0230], [0.0145, -0.0294, -0.0516], [-0.1207, 0.1618, 0.1015], [-0.0571, 0.0157, 0.0245], [-0.1364, 0.1630, 0.0475], [-0.0841, 0.0110, -0.0750], [0.0580, -0.1264, -0.1025], [-0.0457, -0.0369, 0.0453], [-0.0021, -0.1344, 0.0142]]}

---

4.
{"formula": "C10H17BF2N5O9", "method": "ωB97M-V/def2-TZVPD", "total_energy_ev": -42622.8367, "charge": 1, "homo_lumo_gap_ha": 0.3058, "e_homo_ha": -0.4817, "species": ["N", "C", "N", "C", "B", "O", "O", "C", "N", "C", "N", "O", "N", "H", "H", "H", "H", "H", "H", "H", "H", "H", "H", "H", "C", "C", "O", "C", "O", "O", "F", "H", "H", "H", "C", "C", "O", "C", "O", "O", "F", "H", "H", "H"], "coordinates": [[0.187, 0.369, -3.031], [0.672, -0.720, -2.099], [0.355, -0.254, -0.668], [-0.855, -0.829, 0.090], [-2.052, 0.333, -0.079], [-1.843, 1.561, -0.924], [-3.352, 0.212, 0.638], [1.170, 0.725, -0.111], [2.384, 1.428, -0.723], [2.895, 2.423, 0.298], [1.948, 2.307, 1.475], [1.887, 2.968, 2.651], [0.975, 1.338, 1.286], [0.622, 1.291, -2.788], [0.383, 0.158, -4.040], [1.809, -0.983, -2.188], [0.006, -1.679, -2.294], [-0.572, -0.943, 1.237], [-1.177, -1.873, -0.330], [-1.197, 2.176, -0.434], [-3.168, 0.592, 1.562], [3.789, 3.194, 0.247], [0.942, 3.302, 2.743], [0.261, 1.123, 2.017], [-5.677, -1.336, 1.924], [-7.051, -1.909, 1.993], [-7.186, -2.279, 3.347], [-6.391, -1.411, 4.033], [-6.452, -1.233, 5.238], [-5.522, -0.756, 3.203], [-7.148, -3.025, 1.235], [-4.907, -2.100, 1.776], [-5.580, -0.583, 1.137], [-7.846, -1.205, 1.723], [5.268, 0.405, -1.475], [5.079, -0.749, -2.399], [6.332, -0.871, -3.035], [7.236, -0.410, -2.126], [8.438, -0.606, -2.197], [6.632, 0.295, -1.121], [4.150, -0.467, -3.340], [5.097, 1.371, -1.963], [4.627, 0.340, -0.592], [4.828, -1.690, -1.897]], "forces_ev_per_angstrom": [[1.0478, -0.4562, 0.3642], [-0.4043, -0.0531, -0.8347], [2.2917, 1.0020, 0.9996], [0.0163, 0.9988, 0.4331], [-1.8793, 1.8687, -0.2296], [0.8752, -1.8350, 3.5795], [3.8422, 0.8565, 0.2288], [1.3490, 2.0174, 1.4464], [-1.5935, 1.2903, 5.0465], [-5.4446, -3.4610, 0.7818], [2.4210, -0.2871, -4.0907], [-0.9325, 0.3959, 0.2491], [0.5034, -1.6879, -4.1752], [-0.3589, -1.3497, -0.4523], [-0.0779, 0.1251, 1.4598], [-2.0553, 0.5078, 0.3762], [1.5730, 1.9858, 0.5227], [-0.5323, -0.0319, -2.3436], [0.8783, 2.0431, 0.7564], [-1.3431, -1.2787, -1.3487], [-0.7846, -0.8318, -1.7608], [-2.1645, -1.9000, 0.1561], [1.4702, -0.0661, -0.2509], [1.2454, 0.2856, -0.8435], [0.6758, 0.4798, -0.9637], [-0.4371, -0.7116, -0.3755], [0.4363, 0.8979, 0.1491], [-0.1264, 0.3873, 3.5895], [0.2970, -0.4263, -3.0797], [-0.4749, -0.2157, 0.6178], [-0.1766, -0.0770, -0.1704], [-0.2806, -0.1020, -0.0404], [0.0100, -0.0703, 0.2973], [-0.0056, -0.2022, -0.0599], [-0.3926, 0.6788, 0.9358], [-0.1939, -0.1783, -0.6905], [-0.0345, 0.0825, 0.8773], [3.9878, -0.4048, -0.1591], [-3.2831, 0.6091, 0.2104], [0.3265, -0.4903, -0.5298], [-0.4162, -0.1410, -0.2099], [-0.1024, -0.2155, -0.2036], [0.3419, -0.0660, -0.0967], [-0.0937, 0.0273, -0.1682]]}

---

5.
{"formula": "C10H17F3N2O4", "method": "ωB97M-V/def2-TZVPD", "total_energy_ev": -29969.0292, "de_lowest_kcal_mol": 2.08, "charge": 0, "homo_lumo_gap_ha": 0.3619, "smiles": "CCOC(=O)[C@](NCCOC)(NC(C)=O)C(F)(F)F", "e_homo_ha": -0.3354, "species": ["C", "C", "O", "C", "O", "C", "N", "C", "C", "O", "C", "N", "C", "C", "O", "C", "F", "F", "F", "H", "H", "H", "H", "H", "H", "H", "H", "H", "H", "H", "H", "H", "H", "H", "H", "H"], "coordinates": [[1.509, 3.874, -0.329], [1.270, 2.688, 0.585], [0.608, 1.665, -0.168], [0.219, 0.613, 0.530], [0.431, 0.393, 1.686], [-0.493, -0.393, -0.424], [0.231, -0.710, -1.638], [1.486, -1.445, -1.593], [2.733, -0.597, -1.286], [2.796, -0.087, 0.022], [3.257, -0.996, 0.997], [-1.758, 0.165, -0.861], [-2.432, 1.149, -0.199], [-3.800, 1.420, -0.776], [-1.957, 1.742, 0.738], [-0.843, -1.687, 0.352], [-1.817, -1.469, 1.236], [-1.318, -2.621, -0.498], [0.162, -2.263, 1.009], [2.140, 3.584, -1.165], [2.001, 4.666, 0.227], [0.563, 4.245, -0.713], [2.208, 2.272, 0.965], [0.628, 2.953, 1.431], [0.363, 0.157, -2.149], [1.615, -1.877, -2.590], [1.402, -2.267, -0.884], [2.733, 0.282, -1.939], [3.628, -1.198, -1.504], [4.281, -1.318, 0.770], [3.237, -0.457, 1.941], [2.612, -1.874, 1.082], [-2.210, -0.349, -1.604], [-3.739, 1.577, -1.850], [-4.219, 2.301, -0.299], [-4.448, 0.568, -0.579]], "forces_ev_per_angstrom": [[-0.1549, -0.4335, 0.1196], [0.1654, 0.2623, 0.2782], [0.0506, 0.2189, -0.3831], [-0.1048, -0.5577, 0.0716], [0.1022, 0.1012, 0.0591], [-0.1172, 0.1879, 0.0986], [-0.1141, 0.2107, -0.0263], [0.3817, 0.1651, 0.0941], [-0.1206, -0.2162, -0.1642], [-0.0648, 0.0934, -0.0706], [0.0583, -0.0227, 0.0183], [0.3578, -0.2098, -0.1706], [-0.3180, -0.0763, -0.4052], [0.0090, 0.1640, 0.2019], [-0.1743, 0.2923, 0.3948], [-0.3357, -0.4064, 0.1276], [-0.0473, 0.2686, 0.1598], [-0.0113, 0.0383, -0.2684], [0.3918, 0.0510, 0.0398], [0.0885, 0.0264, -0.1000], [0.0590, 0.0968, 0.0396], [-0.0705, 0.0914, -0.0476], [-0.1429, 0.0529, -0.0092], [0.1030, -0.0478, -0.0831], [-0.1211, -0.0450, 0.0951], [0.1174, -0.0806, 0.1139], [0.0409, -0.0568, -0.1007], [0.0422, -0.1141, -0.0421], [-0.0166, 0.0551, -0.0440], [-0.0255, -0.0005, 0.0307], [0.0274, -0.0952, 0.0438], [-0.0052, -0.0109, 0.0086], [0.0554, 0.0749, 0.0562], [-0.0342, -0.0080, -0.1092], [0.0106, 0.0069, -0.0026], [-0.0824, -0.0764, -0.0245]]}

---

6.
{"formula": "C10H17F6N2O6S2", "method": "ωB97M-V/def2-TZVPD", "total_energy_ev": -63882.9235, "charge": -1, "homo_lumo_gap_ha": 0.3309, "e_homo_ha": -0.2471, "species": ["C", "C", "C", "O", "C", "O", "N", "C", "C", "C", "C", "H", "H", "H", "H", "H", "H", "H", "H", "H", "H", "H", "H", "H", "H", "H", "H", "H", "C", "F", "F", "F", "S", "O", "O", "N", "S", "O", "O", "C", "F", "F", "F"], "coordinates": [[4.943, 2.376, 1.199], [3.572, 1.538, 1.524], [2.945, 0.732, 0.241], [1.806, 1.418, -0.418], [2.043, 2.865, -0.544], [3.101, 3.242, -1.298], [1.193, 3.974, 0.034], [0.219, 3.487, 1.084], [-1.118, 2.739, 0.503], [-1.405, 2.964, -1.095], [-1.131, 1.130, 0.927], [5.356, 1.974, 0.154], [4.639, 3.517, 1.021], [5.756, 2.319, 2.052], [2.828, 2.264, 2.067], [3.867, 0.714, 2.332], [2.542, -0.319, 0.602], [3.786, 0.529, -0.547], [1.881, 4.580, 0.573], [-0.156, 4.440, 1.694], [0.703, 2.772, 1.894], [-2.050, 3.216, 1.076], [-2.583, 3.127, -1.200], [-1.174, 1.958, -1.656], [-0.908, 3.913, -1.564], [-1.460, 0.451, 0.015], [-0.068, 0.762, 1.301], [-1.879, 0.938, 1.836], [-0.407, -2.956, -0.091], [0.183, -2.187, 0.870], [-0.312, -2.249, -1.258], [0.399, -4.048, -0.254], [-2.127, -3.414, 0.307], [-2.831, -2.134, 0.419], [-2.026, -4.169, 1.559], [-2.404, -4.257, -1.006], [-3.869, -4.861, -1.037], [-4.966, -3.906, -1.215], [-4.148, -5.943, -0.089], [-3.724, -5.696, -2.653], [-2.720, -6.624, -2.670], [-3.437, -4.823, -3.665], [-4.860, -6.353, -3.025]], "forces_ev_per_angstrom": [[-0.5443, 0.5390, -1.0581], [0.9181, -0.5430, 0.9284], [0.8374, -0.5534, 0.5947], [0.4814, 3.4403, 1.1209], [5.4695, 1.5221, -3.9053], [-6.2650, -2.1757, 4.6901], [1.6302, -3.2138, 1.4554], [-1.5041, -0.0145, 1.4154], [-0.6995, -0.1782, 0.5479], [-1.2732, -0.3363, 0.2998], [-0.0561, -0.2079, 0.2551], [-0.6088, 0.9684, 2.4577], [0.8940, -2.4907, 0.3571], [-1.7531, -0.0084, -1.7809], [1.0953, -1.5884, -1.2286], [-0.7854, 1.6642, -1.7457], [0.4874, 2.3539, -0.8616], [-1.5533, 0.5552, 1.4363], [-0.8661, -0.8610, -1.4590], [0.9870, -1.8593, -1.4809], [-0.8069, 1.3812, -1.7253], [2.1529, -0.9143, -1.1970], [2.5519, -0.4192, 0.1405], [-0.1487, 2.2095, 0.8535], [-0.6757, -2.0133, 0.9561], [0.6395, 1.3907, 2.0135], [-2.1929, 0.8497, -0.9706], [1.5479, 0.4304, -2.1272], [2.3491, 0.3222, -1.0952], [-0.8993, -0.6602, -0.5541], [-0.3588, -0.4907, 1.0189], [-0.8535, 0.7644, 0.3069], [-0.5472, 1.0882, 2.4938], [0.8852, -1.4569, -0.5363], [0.0377, 0.6479, -1.7653], [-0.5628, 0.1782, 0.7033], [-2.6905, -0.6206, 0.8889], [1.6097, -0.9216, -0.0013], [0.7471, 1.2253, -1.1969], [0.6821, -1.0119, -2.3367], [-0.8397, 0.7538, 0.3160], [-0.3453, -0.4967, 1.0066], [0.8268, 0.7513, 0.7690]]}